Entry from OMol25: 2 unconnected molecules or ions with the total composition C5H9N (ωB97M-V/def2-TZVPD).

Results
* ΔE to the lowest compared entry with this formula, charge and spin: 405.4 kJ/mol
* electronic energy: -6816.79352 eV
* gap between HOMO and LUMO: 9.83 eV

Atoms and positions in Å:
C  -1.749  -0.784  -0.377
C  -0.534  -1.626  0.015
C  0.198  -1.245  1.003
C  1.025  -1.186  2.073
N  0.252  -0.164  2.130
H  -2.113  -0.197  0.593
H  -2.636  -1.390  -0.738
H  -1.369  0.053  -1.011
H  -0.293  -2.418  -0.555
H  1.831  -1.646  2.642
C  1.101  2.136  -1.211
H  0.403  1.719  -0.373
H  1.562  1.156  -1.584
H  1.672  2.891  -0.567
H  0.651  2.702  -2.040



Entry from OMol25: C5H9N in the gas phase (ωB97M-V/def2-TZVPD).

Results
* ΔE to the lowest compared entry with this formula, charge and spin: 267.0 kJ/mol
* electronic energy: -6818.22744 eV
* gap between HOMO and LUMO: 9.03 eV

Atoms and positions in Å:
C  0.880  0.761  2.145
C  -0.121  1.227  1.315
C  -0.396  0.450  -0.021
C  -1.620  0.344  -0.656
N  0.704  -0.354  -0.398
C  0.490  -1.299  -1.554
H  1.134  1.235  3.097
H  1.477  -0.070  1.796
H  -0.371  2.252  1.399
H  -1.692  0.037  -1.770
H  -2.571  0.647  -0.268
H  0.927  -0.862  0.503
H  -0.491  -1.805  -1.438
H  1.266  -1.946  -1.778
H  0.385  -0.618  -2.373



Entry from OMol25: C5H9N in the gas phase (ωB97M-V/def2-TZVPD).

Results
* ΔE to the lowest compared entry with this formula, charge and spin: 210.3 kJ/mol
* electronic energy: -6818.81487 eV
* gap between HOMO and LUMO: 7.49 eV

Atoms and positions in Å:
C  0.642  -1.109  -0.897
C  -0.755  -0.547  -1.197
C  1.211  -0.013  -0.061
N  0.249  0.563  0.663
C  0.342  1.209  1.819
C  -1.073  0.301  0.038
H  0.552  -2.051  -0.329
H  1.211  -1.319  -1.806
H  -0.711  0.090  -2.083
H  -1.512  -1.318  -1.371
H  2.244  0.135  0.222
H  1.303  1.181  2.311
H  -0.490  1.789  2.191
H  -1.542  1.258  -0.208
H  -1.698  -0.218  0.768



Entry from OMol25: C5H9N in the gas phase (ωB97M-V/def2-TZVPD).

Results
* ΔE to the lowest compared entry with this formula, charge and spin: 217.2 kJ/mol
* electronic energy: -6818.74371 eV
* gap between HOMO and LUMO: 10.13 eV

Atoms and positions in Å:
C  0.320  0.701  -1.520
C  -0.181  1.848  -0.684
C  0.370  0.622  -0.024
N  -0.565  -0.233  0.674
C  -0.001  -1.122  1.671
C  -0.519  -1.660  0.392
H  -0.417  0.084  -2.026
H  1.258  0.820  -2.057
H  0.393  2.770  -0.657
H  -1.257  1.970  -0.612
H  1.354  0.707  0.440
H  1.084  -1.119  1.792
H  -0.563  -1.221  2.596
H  -1.487  -2.155  0.355
H  0.209  -2.012  -0.338



Entry from OMol25: a molecular structure, C5H9N (ωB97M-V/def2-TZVPD).

Results
* ΔE to the lowest compared entry with this formula, charge and spin: 500.4 kJ/mol
* electronic energy: -6815.80870 eV
* gap between HOMO and LUMO: 9.51 eV

Atoms and positions in Å:
C  -1.241  0.800  0.500
C  -1.820  -0.210  -0.454
C  -0.536  -0.503  0.258
N  0.667  -0.592  -0.545
C  2.152  -0.651  0.369
C  1.697  0.449  -0.514
H  -0.827  1.710  0.075
H  -1.721  0.937  1.465
H  -2.715  -0.758  -0.173
H  -1.730  0.009  -1.514
H  -0.571  -1.232  1.064
H  1.807  -0.438  1.393
H  1.321  -1.499  -0.386
H  2.177  0.608  -1.480
H  1.340  1.371  -0.059



Entry from OMol25: C5H9N in the gas phase (ωB97M-V/def2-TZVPD).

Results
* ΔE to the lowest compared entry with this formula, charge and spin: 146.5 kJ/mol
* electronic energy: -6819.47638 eV
* gap between HOMO and LUMO: 9.50 eV

Atoms and positions in Å:
C  -0.941  -1.536  -2.280
C  -0.562  -1.180  -1.050
C  -0.999  -0.082  -0.128
C  0.122  0.865  0.269
C  0.682  0.714  1.479
N  1.656  1.598  2.008
H  -0.362  -2.384  -2.606
H  -1.718  -0.975  -2.777
H  0.249  -1.746  -0.587
H  -1.797  0.546  -0.551
H  -1.479  -0.481  0.768
H  0.477  1.527  -0.510
H  0.168  0.013  2.120
H  2.316  1.044  2.552
H  2.189  2.076  1.293



Entry from OMol25: C5H9N in the gas phase (ωB97M-V/def2-TZVPD).

Results
* ΔE to the lowest compared entry with this formula, charge and spin: 149.2 kJ/mol
* electronic energy: -6819.44821 eV
* gap between HOMO and LUMO: 9.93 eV

Atoms and positions in Å:
C  -2.252  -0.580  -0.008
C  -0.806  -0.180  0.150
C  0.286  -0.812  0.633
C  1.233  0.319  0.368
N  2.181  0.011  -0.687
C  -0.043  1.057  -0.264
H  -2.841  -0.059  0.756
H  -2.405  -1.652  0.129
H  -2.652  -0.218  -0.960
H  0.429  -1.766  1.133
H  1.677  0.803  1.243
H  2.614  -0.906  -0.604
H  2.883  0.732  -0.834
H  -0.285  1.975  0.282
H  -0.018  1.277  -1.338



Entry from OMol25: C5H9N in the gas phase (ωB97M-V/def2-TZVPD).

Results
* ΔE to the lowest compared entry with this formula, charge and spin: 563.1 kJ/mol
* electronic energy: -6815.15845 eV
* gap between HOMO and LUMO (spin up / spin down): 7.14 / 7.14 eV

Atoms and positions in Å:
C  1.251  0.555  -1.372
C  -1.523  1.204  0.071
C  -0.354  0.368  0.437
C  0.010  -0.999  0.693
C  0.529  -1.878  1.575
N  0.927  0.274  0.023
H  -0.932  -1.201  -0.008
H  0.579  0.025  -2.060
H  2.279  0.246  -1.568
H  1.180  1.631  -1.551
H  -2.433  0.760  0.480
H  -1.651  1.320  -1.011
H  -1.380  2.202  0.497
H  1.593  -1.852  1.765
H  -0.074  -2.653  2.028



Entry from OMol25: 2 unconnected molecules or ions with the total composition C5H9N2 (ωB97M-V/def2-TZVPD).

Results
* ΔE to the lowest compared entry with this formula, charge and spin: 769.1 kJ/mol
* electronic energy: -8297.76119 eV
* gap between HOMO and LUMO (spin up / spin down): 9.39 / 9.39 eV
* total charge: +1

Atoms and positions in Å:
C  1.342  0.016  -0.598
C  3.472  -1.630  -1.526
C  -2.240  0.362  -0.002
C  -1.820  0.937  1.270
C  0.188  -0.110  0.156
N  3.211  -0.494  -1.203
N  -0.899  0.838  0.075
H  0.010  -0.977  0.709
H  1.729  0.840  -1.118
H  4.507  -1.840  -1.813
H  2.862  -2.523  -1.426
H  -2.293  -0.770  0.044
H  -2.808  0.772  -0.847
H  -1.837  1.922  1.748
H  -1.575  0.042  1.981
H  -0.774  1.748  -0.405



Entry from OMol25: a gas-phase ion, C5H9N2 (charge +1) (ωB97M-V/def2-TZVPD).

Results
* ΔE to the lowest compared entry with this formula, charge and spin: 233.4 kJ/mol
* electronic energy: -8297.73659 eV
* gap between HOMO and LUMO (spin up / spin down): 7.23 / 8.15 eV
* multiplicity: 3
* total charge: +1

Atoms and positions in Å:
C  -1.360  -0.100  -0.072
C  -0.870  1.294  -0.029
C  0.723  1.120  -0.047
C  -0.297  -1.023  -0.592
C  0.968  -0.307  -0.549
N  -2.553  -0.364  0.164
N  0.693  -1.265  0.546
H  -1.170  1.795  -0.861
H  -1.146  1.797  0.918
H  1.190  1.904  -0.767
H  1.238  1.282  0.998
H  -0.494  -1.899  -1.378
H  1.968  -0.549  -0.965
H  -2.617  -1.387  0.100
H  0.431  -0.943  1.485
H  1.292  -2.134  0.490



Entry from OMol25: a gas-phase ion, C5H9N2O (charge +1) (ωB97M-V/def2-TZVPD).

Results
* ΔE to the lowest compared entry with this formula, charge and spin: 379.1 kJ/mol
* electronic energy: -10348.69161 eV
* gap between HOMO and LUMO: 9.48 eV
* total charge: +1

Atoms and positions in Å:
H  2.073  -1.773  0.193
N  1.008  -1.807  0.199
C  0.377  -0.769  0.443
C  -1.134  -0.415  0.519
C  -2.132  -0.942  -0.450
C  -0.914  1.060  0.323
O  -1.463  2.094  0.212
C  0.846  0.723  0.461
N  1.952  1.125  -0.497
H  -1.631  -0.456  1.563
H  -1.687  -0.900  -1.491
H  -3.072  -0.204  -0.499
H  -2.300  -2.013  -0.392
H  1.391  0.851  1.480
H  2.296  2.053  -0.383
H  1.713  0.922  -1.543
H  2.677  0.450  -0.137



Entry from OMol25: a gas-phase ion, C5H9N2O (charge +1) (ωB97M-V/def2-TZVPD).

Results
* ΔE to the lowest compared entry with this formula, charge and spin: 292.8 kJ/mol
* electronic energy: -10349.58602 eV
* gap between HOMO and LUMO: 9.22 eV
* total charge: +1

Atoms and positions in Å:
N  -0.378  1.712  -0.326
C  0.636  0.735  -0.061
C  2.034  0.876  0.078
C  2.593  -0.330  0.141
O  1.650  -1.352  0.020
C  0.469  -0.681  -0.056
C  -1.182  -1.508  -0.257
N  -2.084  -0.494  0.336
H  -0.282  2.071  -1.346
H  -0.355  2.494  0.258
H  2.563  1.847  0.356
H  3.610  -0.567  0.356
H  -1.196  -1.614  -1.345
H  -1.194  -2.523  0.282
H  -3.117  -0.464  0.046
H  -1.695  0.462  0.245
H  -2.071  -0.664  1.271



Q: Among the records above, which one has the highest electronic energy?
A: number 8



Q: Which formula does entry 1 have?
A: C5H9N



Q: Among the records above, which one has the lowest ΔE to the lowest compared entry with this formula, charge and spin?
A: number 6



Q: The lowest electronic energy belongs to which entry?
A: number 12